Record 1
C30H18F14NO2PPdS | ωB97M-V with the def2-TZVPD basis set

Each line ends with the Mulliken charge.
Positions of all 68 atoms, in Å:
Pd -0.55 1.58 0.20  -0.08
N 1.56 2.57 1.16  -0.34
C 1.79 3.91 0.60  -0.95
C 0.50 4.46 -0.01  -0.11
C -0.64 4.49 1.07  0.36
O -0.94 5.58 1.53  -0.69
O -1.13 3.37 1.38  -0.66
H 1.03 2.69 2.03  0.39
H 2.44 2.14 1.40  0.12
H 2.56 3.84 -0.18  0.42
H 2.14 4.62 1.37  0.45
H 0.17 3.81 -0.84  0.04
H 0.66 5.48 -0.36  0.42
F -7.21 2.43 1.36  -0.29
C -6.03 2.40 0.74  0.63
C -4.99 1.62 1.24  -0.21
F -5.17 0.88 2.34  -0.30
C -3.78 1.56 0.58  -0.44
F -2.81 0.75 1.09  -0.13
C -3.55 2.26 -0.62  1.08
S -2.10 2.11 -1.55  -0.33
C -4.60 3.06 -1.09  0.05
F -4.44 3.73 -2.23  -0.33
C -5.81 3.14 -0.42  0.20
F -6.79 3.91 -0.91  -0.29
F -1.04 -7.01 1.63  -0.26
C -1.74 -6.40 0.65  0.80
F -3.03 -6.51 0.96  -0.28
F -1.54 -7.13 -0.45  -0.26
C -1.30 -4.97 0.46  0.27
C -2.23 -3.94 0.43  -0.78
C -1.80 -2.64 0.23  -0.41
C -0.45 -2.36 0.06  -0.08
C 0.48 -3.40 0.11  -0.22
C 0.06 -4.70 0.30  -1.16
P 0.11 -0.63 -0.17  2.52
C 1.41 -0.66 1.11  1.05
C 2.77 -0.85 0.88  -0.40
C 3.65 -0.80 1.95  -1.07
C 3.17 -0.59 3.23  0.18
C 1.81 -0.41 3.47  -1.01
C 0.93 -0.44 2.40  -0.72
C 4.14 -0.46 4.37  0.82
F 5.25 -1.19 4.20  -0.27
F 3.62 -0.81 5.55  -0.27
F 4.56 0.82 4.52  -0.26
C 0.93 -0.62 -1.79  0.43
C 1.45 0.62 -2.18  -0.42
C 1.91 0.80 -3.47  -1.26
C 1.83 -0.26 -4.38  0.08
C 1.33 -1.49 -3.99  -1.02
C 0.87 -1.67 -2.70  -0.49
C 2.25 -0.01 -5.81  0.84
F 1.35 0.76 -6.45  -0.25
F 2.36 -1.14 -6.51  -0.28
F 3.43 0.63 -5.90  -0.26
H -3.28 -4.16 0.56  0.50
H -2.51 -1.83 0.20  0.47
H 1.53 -3.19 0.00  0.53
H 0.77 -5.52 0.32  0.42
H 3.13 -1.00 -0.12  0.51
H 4.71 -0.94 1.79  0.45
H 1.45 -0.25 4.47  0.48
H -0.13 -0.28 2.55  0.41
H 1.46 1.44 -1.46  0.32
H 2.30 1.75 -3.80  0.45
H 1.28 -2.30 -4.71  0.48
H 0.46 -2.62 -2.41  0.42

Results
Lowest unoccupied orbital energy (spin up / spin down) ... -2.26 / -2.26 eV
F_max ... 0.0615 hartree/bohr
HOMO-LUMO gap (spin up / spin down) ... 0.222 / 0.222 Ha
ΔE to the lowest compared entry with this formula, charge and spin ... 226.8 kJ/mol

Record 2
CH3IO | ωB97M-V with the def2-TZVPD basis set

Each line ends with the Mulliken charge.
Positions of all 6 atoms, in Å:
C 0.65 -0.73 -0.01  -0.04
O 0.25 0.42 -0.06  -0.36
I -3.40 -0.64 0.19  -0.11
H -3.87 -0.11 -1.31  0.11
H 0.01 -1.37 0.63  0.16
H 1.65 -1.09 -0.42  0.23

Results
Lowest unoccupied orbital energy ... 0.46 eV
F_max ... 0.0286 hartree/bohr
HOMO-LUMO gap ... 0.382 Ha
SMILES ... C=O.I
ΔE to the lowest compared entry with this formula, charge and spin ... 52.2 kJ/mol

Record 3
C22H54N5O6S | ωB97M-V with the def2-TZVPD basis set

Each line ends with the Mulliken charge.
Positions of all 88 atoms, in Å:
C 12.55 4.03 2.05  -0.45
C 12.19 3.54 0.75  -0.35
S 10.64 4.11 -0.05  0.36
N 10.40 5.75 0.39  -0.47
C 9.16 3.21 0.69  -0.35
C 8.56 4.10 1.87  -0.18
N 7.29 4.00 2.11  -0.37
H 13.31 4.86 2.17  0.33
H 12.07 3.63 2.99  0.30
H 12.89 2.80 0.26  0.41
H 11.25 6.20 0.72  0.28
H 9.92 6.28 -0.34  0.28
H 8.32 3.15 -0.08  0.26
H 9.45 2.18 1.05  0.40
H 9.19 4.80 2.48  0.29
H 7.07 4.64 2.90  0.26
C 1.37 0.18 -2.03  -0.27
O 2.01 1.44 -1.99  -0.36
C 1.47 2.31 -0.99  -0.78
C 2.51 2.56 0.10  -0.13
N 2.72 1.36 0.91  -0.32
C 3.86 1.46 1.82  -0.94
C 5.26 1.58 1.18  -0.09
O 5.67 0.41 0.48  -0.45
C 5.26 0.36 -0.88  -0.58
H 1.76 -0.37 -2.89  0.28
H 1.58 -0.40 -1.13  0.29
H 0.29 0.29 -2.16  -0.10
H 0.54 1.93 -0.58  0.35
H 1.25 3.26 -1.49  0.38
H 2.16 3.37 0.75  0.39
H 3.44 2.88 -0.39  0.14
H 2.88 0.57 0.29  0.08
H 3.85 0.56 2.43  0.39
H 3.70 2.30 2.49  0.38
H 5.97 1.69 2.00  0.31
H 5.36 2.47 0.56  0.25
H 5.20 1.35 -1.33  0.28
H 4.30 -0.16 -0.96  0.18
H 6.00 -0.23 -1.43  0.31
C -6.39 -2.29 -2.51  -0.54
O -5.36 -2.50 -3.46  -0.34
C -5.64 -1.94 -4.74  -0.83
C -4.69 -0.78 -5.03  -0.19
N -5.00 0.37 -4.18  -0.31
C -3.98 1.42 -4.24  -1.00
C -2.59 1.09 -3.70  -0.37
O -2.56 0.86 -2.29  -0.41
C -2.83 -0.48 -1.91  -0.38
H -6.14 -2.85 -1.61  0.04
H -6.48 -1.23 -2.26  0.30
H -7.35 -2.67 -2.89  0.38
H -6.69 -1.63 -4.83  0.40
H -5.47 -2.73 -5.48  0.40
H -4.79 -0.49 -6.08  0.41
H -3.67 -1.14 -4.86  0.17
H -5.08 0.06 -3.22  0.07
H -4.37 2.26 -3.66  0.37
H -3.89 1.77 -5.27  0.44
H -1.96 1.96 -3.87  0.39
H -2.11 0.26 -4.24  0.36
H -2.50 -1.21 -2.65  0.32
H -3.90 -0.60 -1.71  0.00
H -2.31 -0.67 -0.97  0.30
C -8.33 -2.58 3.55  -0.72
O -7.09 -2.43 4.22  -0.34
C -6.68 -3.60 4.93  -0.81
C -5.44 -4.20 4.28  -0.19
N -5.75 -4.80 2.99  -0.31
C -4.57 -5.19 2.22  -0.81
C -3.63 -4.07 1.75  -0.51
O -4.22 -3.20 0.78  -0.26
C -4.95 -2.12 1.32  -0.66
H -8.61 -1.61 3.13  0.24
H -8.24 -3.30 2.73  0.30
H -9.11 -2.90 4.24  0.34
H -7.49 -4.33 5.00  0.40
H -6.43 -3.28 5.94  0.39
H -5.03 -4.97 4.94  0.40
H -4.69 -3.40 4.18  0.18
H -6.28 -4.14 2.44  0.06
H -4.93 -5.72 1.33  0.38
H -3.99 -5.91 2.80  0.43
H -2.79 -4.54 1.24  0.33
H -3.21 -3.49 2.58  0.38
H -4.55 -1.77 2.28  0.37
H -6.00 -2.39 1.44  0.22
H -4.91 -1.29 0.61  0.20

Results
Lowest unoccupied orbital energy ... -6.21 eV
F_max ... 0.0482 hartree/bohr
HOMO-LUMO gap ... 0.123 Ha
Charge ... +1
ΔE to the lowest compared entry with this formula, charge and spin ... 140.9 kJ/mol

Record 4
C44H45N10ORbS3Se | ωB97M-V with the def2-TZVPD basis set

Each line ends with the Mulliken charge.
Positions of all 105 atoms, in Å:
Rb 0.89 0.13 2.92  0.21
C 2.60 1.89 5.97  -0.80
C 1.38 1.20 6.61  -0.99
N 0.23 1.07 5.73  0.16
C -0.62 2.24 5.54  -0.82
C 0.04 3.39 4.77  -0.88
N 0.79 2.99 3.58  0.10
C 2.15 3.47 3.41  -0.84
C 3.25 2.40 3.63  -0.75
N 2.89 1.42 4.63  0.10
H 3.45 1.75 6.65  0.46
H 2.43 2.96 5.93  0.22
H 1.15 1.74 7.54  0.33
H 1.67 0.19 6.90  0.43
H -0.33 0.29 6.02  0.26
H -0.98 2.66 6.49  0.29
H -1.50 1.91 4.98  0.38
H 0.72 3.92 5.44  0.42
H -0.75 4.10 4.51  0.37
H 0.22 3.03 2.75  0.21
H 2.33 4.31 4.08  0.42
H 2.28 3.86 2.39  0.39
H 4.19 2.94 3.86  0.30
H 3.43 1.86 2.69  0.34
H 3.51 0.62 4.62  0.28
N 1.17 0.44 0.23  0.27
S 1.49 0.62 -1.17  0.90
N 0.80 -0.33 -2.33  -0.27
S -0.75 -0.46 -2.46  1.61
N -1.76 -0.17 -1.17  0.03
S -1.91 -1.16 0.02  1.63
N -1.48 -0.67 1.43  -0.02
C -3.63 -1.54 0.12  -0.34
C -4.53 -1.03 -0.81  0.05
C -5.88 -1.32 -0.64  -0.92
C -6.29 -2.11 0.43  -0.55
C -5.37 -2.60 1.35  -0.73
C -4.03 -2.31 1.21  -0.42
C -1.06 -2.69 -0.18  0.27
C 0.28 -2.77 0.17  0.36
C 0.93 -3.98 -0.01  -0.97
C 0.24 -5.08 -0.52  -0.92
C -1.10 -4.97 -0.89  -0.90
C -1.76 -3.77 -0.72  -0.43
C -1.34 0.91 -3.45  0.39
C -1.06 0.80 -4.80  -0.61
C -1.44 1.82 -5.66  -0.77
C -2.09 2.94 -5.16  -0.68
C -2.36 3.04 -3.80  -0.76
C -2.00 2.02 -2.93  -0.12
C -1.07 -1.89 -3.23  0.43
C -2.42 -2.19 -3.57  -1.26
C -2.73 -3.42 -4.10  -0.69
C -1.74 -4.38 -4.32  -0.79
C -0.40 -4.07 -4.02  -0.56
C -0.05 -2.86 -3.49  -0.69
C 3.18 0.31 -1.67  0.52
C 3.57 -0.99 -1.97  -0.22
C 4.91 -1.26 -2.18  -0.85
C 5.85 -0.25 -2.08  -0.54
C 5.46 1.04 -1.76  -0.86
C 4.12 1.32 -1.54  -0.41
C 1.18 2.27 -1.80  0.00
C 0.60 3.15 -0.91  -0.92
C 0.27 4.43 -1.34  -0.67
C 0.52 4.80 -2.65  -0.63
C 1.09 3.90 -3.55  -0.80
C 1.42 2.62 -3.12  -0.11
H -4.18 -0.42 -1.62  0.25
H -6.60 -0.94 -1.34  0.46
H -7.34 -2.33 0.55  0.41
H -5.70 -3.20 2.18  0.46
H -3.29 -2.67 1.92  0.50
H 0.82 -1.92 0.56  0.56
H 1.96 -4.08 0.30  0.56
H 0.75 -6.02 -0.63  0.44
H -1.62 -5.82 -1.29  0.45
H -2.80 -3.67 -1.01  0.48
H -0.56 -0.09 -5.18  0.51
H -1.23 1.74 -6.72  0.45
H -2.38 3.74 -5.83  0.41
H -2.86 3.92 -3.41  0.48
H -2.19 2.09 -1.87  0.52
H -3.20 -1.45 -3.42  0.36
H -3.76 -3.64 -4.35  0.45
H -1.99 -5.35 -4.74  0.39
H 0.37 -4.80 -4.20  0.45
H 0.98 -2.63 -3.25  0.45
H 2.83 -1.77 -2.04  0.16
H 5.22 -2.27 -2.42  0.44
H 6.90 -0.46 -2.24  0.41
H 6.19 1.83 -1.67  0.42
H 3.80 2.33 -1.28  0.52
H 0.41 2.82 0.10  0.60
H -0.18 5.13 -0.65  0.48
H 0.26 5.80 -2.99  0.42
H 1.27 4.19 -4.57  0.45
H 1.86 1.91 -3.81  0.51
O 2.85 -1.79 2.94  -0.12
N 2.60 -2.93 3.03  -0.02
N -2.00 1.62 2.23  -0.76
C -1.83 0.57 1.79  0.46
Se -0.13 -3.15 3.59  -0.19
C 0.15 -4.85 4.18  0.19
N 0.34 -5.92 4.56  -0.65

Results
Lowest unoccupied orbital energy (spin up / spin down) ... -0.15 / -0.04 eV
F_max ... 0.0102 hartree/bohr
HOMO-LUMO gap (spin up / spin down) ... 0.239 / 0.193 Ha
ΔE to the lowest compared entry with this formula, charge and spin ... 47.0 kJ/mol